DFT (ωB97M-V/def2-TZVPD) results for a structure of composition C21H27N4OPPd.

Structure (XYZ):
```
55
Properties=species:S:1:pos:R:3:forces:R:3
C -3.268 3.568 0.180 0.0 0.0 0.0
H -3.217 -0.337 1.426 0.0 0.0 0.0
C -2.702 -0.159 0.480 0.0 0.0 0.0
H -3.386 -0.495 -0.302 0.0 0.0 0.0
H 0.558 1.617 -2.693 0.0 0.0 0.0
H 3.874 1.118 -2.531 0.0 0.0 0.0
C -1.328 -1.819 1.671 0.0 0.0 0.0
H -0.663 -2.638 -0.658 0.0 0.0 0.0
H -4.088 4.274 0.146 0.0 0.0 0.0
C -1.198 -1.379 4.182 0.0 0.0 -0.1
C 0.423 0.738 3.571 0.0 0.0 0.1
H -2.257 -2.345 1.915 0.0 0.0 0.0
H 0.102 3.372 0.057 0.0 0.0 0.0
C -1.217 -1.072 -2.009 0.0 0.0 0.0
H -2.429 -2.215 -3.356 0.0 0.0 0.0
H 2.596 -2.742 -1.391 0.0 0.0 0.0
C -1.758 -1.373 -3.244 -0.1 0.0 0.0
C 3.780 0.032 -2.561 0.0 0.0 0.0
O 2.230 -0.011 -0.304 0.1 -0.2 0.2
H 3.641 -2.803 0.062 0.0 0.0 0.0
H -2.404 -2.444 -0.845 0.0 0.0 0.0
H 4.699 -0.393 -2.974 0.0 0.0 0.0
C -0.937 3.079 0.136 0.0 -0.1 0.0
H 1.072 1.579 3.353 0.0 0.0 0.0
N -1.195 1.763 0.255 -0.1 0.1 0.1
H -0.980 -0.896 6.269 0.0 0.0 0.0
N -0.031 0.026 2.550 -0.1 0.1 0.1
H -0.570 -2.602 1.517 0.0 0.0 0.0
H 5.834 -0.523 -0.215 0.0 0.0 0.0
N -0.391 -0.024 -1.856 0.1 0.0 -0.1
H -1.848 -2.234 4.336 0.0 0.0 0.0
C 3.529 -2.396 -0.944 -0.1 0.0 0.0
C -2.458 1.325 0.333 0.0 0.0 0.0
C -1.433 -0.572 -4.335 0.0 0.0 0.0
H 0.512 1.070 5.732 0.0 0.0 0.0
H -1.714 5.061 0.007 0.0 0.0 0.0
C -1.952 4.010 0.101 0.0 0.0 0.0
P 3.595 -0.620 -0.913 -0.1 0.1 -0.2
H 5.013 1.032 0.071 0.0 0.0 0.0
C -0.086 0.768 -2.890 -0.1 0.0 0.0
C 0.098 0.438 4.953 0.0 0.0 -0.1
H 2.944 -0.264 -3.194 0.0 0.0 0.0
C -0.843 -1.009 2.830 0.0 0.0 0.0
Pd 0.320 0.289 0.210 0.1 -0.2 -0.1
H 4.356 -2.765 -1.557 0.0 0.0 0.0
C -0.723 -0.645 5.246 0.0 0.0 0.0
C -3.523 2.208 0.297 0.0 0.0 0.0
H 4.743 -0.352 1.174 0.0 0.0 0.0
C 4.911 -0.051 0.140 0.0 0.0 0.0
H -0.326 1.168 -4.975 0.0 0.0 0.0
C -1.460 -1.899 -0.776 0.0 0.0 0.0
C -0.588 0.515 -4.154 0.0 0.0 0.0
N -1.468 -1.023 0.434 -0.1 0.1 0.1
H -4.540 1.840 0.355 0.0 0.0 0.0
H -1.848 -0.788 -5.311 0.0 0.0 0.0
```
Positions in Å, forces in eV/Å.

Values from the calculation:
Charge: +4
Strongest force on any atom in eV/A: 0.3
E_tot in eV: -42947.972
Multiplicity: 5
Expectation value of S²: 6.0329
Kohn-Sham gap (alpha / beta) in eV: 8.28 / 4.39
HOMO (alpha / beta) in eV: -21.1991 / -21.1939